ORCA calculation (the ωB97M-V functional and the def2-TZVPD basis) on a cluster of 2 separate species, C8H15N2P in total in a non-equilibrium geometry.

Output
HOMO   -7.96 eV
ΔE to the lowest compared entry with this formula, charge and spin   25.5 kcal per mole
Frontier orbital gap   0.3259 Eh
2S+1   1

Cartesian coordinates (Å):
1 H 1.400 -1.949 -1.112
2 C 0.029 2.852 -0.027
3 H -0.072 -3.606 1.020
4 C 0.058 -0.878 0.187
5 C -0.353 -2.830 1.726
6 H 1.692 1.029 1.008
7 H -1.184 4.447 -0.928
8 H -0.159 -3.195 2.732
9 N 0.671 1.817 -0.620
10 C 0.362 -1.620 -1.087
11 H 0.174 -0.971 -1.943
12 H -2.309 -1.095 -0.254
13 H 0.268 -0.859 2.312
14 H -0.276 -2.501 -1.181
15 H 1.510 -1.790 1.460
16 H 2.153 0.380 -0.641
17 N 0.459 1.800 -1.938
18 C 1.395 0.814 -0.008
19 C -0.601 3.555 -1.026
20 C -0.301 2.845 -2.198
21 H 0.088 3.025 1.031
22 H -1.422 -2.642 1.629
23 C 0.444 -1.546 1.479
24 H -0.605 3.061 -3.204
25 P -1.546 0.017 0.117
26 H -1.876 -0.158 1.464